{
  "formula": "C6H9F2N2",
  "method": "wB97M-V/def2-TZVPD",
  "species": ["C", "C", "C", "C", "C", "C", "N", "N", "F", "F", "H", "H", "H", "H", "H", "H", "H", "H", "H"],
  "coordinates": [[-0.05935, 0.03686, -0.45926], [-0.60115, -0.54215, 0.70293], [0.96999, 1.03748, -0.44597], [2.59057, 2.36876, -1.98865], [-1.36717, -1.82833, 0.50479], [-0.33592, -0.15867, 2.04875], [1.55028, 1.21779, -1.58958], [3.50343, 1.87270, -2.84663], [1.28226, 1.66681, 0.68634], [2.35373, 3.54189, -1.76954], [-0.46873, -0.20492, -1.40992], [-2.42584, -1.63186, 0.65879], [-1.17258, -2.52370, 1.29896], [-1.11154, -2.33043, -0.54349], [-1.24793, -0.39626, 2.64773], [-0.00061, 0.90395, 2.22941], [0.39230, -0.77646, 2.48150], [3.28438, 1.00037, -3.23650], [3.95004, 2.47004, -3.57495]],
  "forces_ev_per_angstrom": [[1.72, 2.33, 0.35], [-1.41, -2.42, -0.32], [-1.29, -0.88, 0.07], [-3.17, -9.24, -0.63], [0.98, -0.11, -2.05], [-1.40, 2.52, 1.68], [4.48, 4.39, -2.68], [-0.31, 3.53, 0.08], [0.33, 0.14, -0.29], [0.23, 3.32, 0.88], [0.03, -0.30, -0.70], [-0.44, 0.07, -0.60], [0.52, -0.50, 0.36], [-0.93, 1.04, 2.27], [0.55, 0.41, -0.17], [-0.65, -1.27, -0.22], [1.45, -1.15, 0.67], [-0.38, -1.77, 0.09], [-0.31, -0.12, 1.22]],
  "nbo_charge": [0.016, 0.108, 0.459, 0.894, -0.665, -0.696, -0.501, -0.740, -0.298, -0.196, 0.238, 0.260, 0.245, 0.232, 0.252, 0.255, 0.262, 0.439, 0.437],
  "multiplicity": 3,
  "orbital_gap_ev": [5.5, 8.5],
  "s2": 2.008,
  "mol_weight_g_mol": 147.15,
  "charge": 1
}